91
Properties=species:S:1:pos:R:3 method="wB97M-V/def2-TZVPD" homo_lumo_gap_ev="7.19 / 3.21" multiplicity=2 lumo_energy_ev="3.749 / -0.231" total_charge=-3
Li 6.32254 14.67540 -2.47672
C 4.09682 22.01550 -3.41572
F 5.21086 22.20861 -4.15167
F 2.99844 21.91117 -4.14640
F 4.26502 20.88095 -2.68522
S 3.94317 23.46373 -2.19679
O 5.23960 23.53686 -1.42863
O 3.68832 24.63392 -3.06791
N 2.51098 22.99064 -1.42271
S 3.05117 22.88418 -0.04292
O 3.95958 21.74195 0.23431
O 3.39026 24.21041 0.42848
C 1.32237 22.39765 0.87522
F 1.37668 21.22710 1.47436
F 0.93837 23.42169 1.66695
F 0.39984 22.32286 -0.15296
C 4.08634 13.04652 -4.37219
F 3.13622 12.42693 -5.13487
F 3.63831 13.32232 -3.17215
F 5.12352 12.25376 -4.22498
S 4.66027 14.62789 -5.27525
O 5.50096 14.20665 -6.41014
O 3.31164 15.20181 -5.65667
N 5.53947 15.40091 -4.06247
S 6.14590 16.65271 -4.87891
O 7.58329 16.54404 -4.86667
O 5.51965 16.98041 -6.21498
C 5.56275 18.10763 -3.79257
F 6.10699 19.21890 -4.24815
F 4.24260 18.20898 -3.91213
F 5.89859 17.81348 -2.53652
C 6.19064 11.63301 -8.86298
F 5.23072 11.52827 -9.73654
F 5.76141 11.98078 -7.61067
F 6.96569 10.51613 -8.85103
S 7.26678 13.09785 -9.64924
O 6.30372 14.14552 -10.04248
O 8.15604 13.49616 -8.56348
N 7.96251 12.36535 -11.07229
S 9.33676 13.05671 -11.15196
O 9.29236 14.55072 -10.99067
O 10.38342 12.48371 -10.34768
C 9.90079 12.67798 -12.97521
F 9.07070 13.32461 -13.75435
F 11.22054 13.11358 -13.05900
F 9.79522 11.41161 -13.24013
C 0.22884 15.18217 1.10068
F 0.37540 16.47132 1.41900
F 0.78499 14.41078 1.95899
F -1.06255 14.91700 1.14465
S 0.74282 14.77710 -0.70287
O 2.20902 14.71712 -0.68725
O 0.05350 13.52455 -1.00342
N -0.03144 16.11196 -1.63203
S 0.91893 16.00344 -2.89667
O 2.25890 16.56063 -2.69871
O 0.81734 14.68102 -3.55059
C 0.07472 17.30571 -4.15526
F 0.98658 17.41582 -5.17596
F -1.09502 16.77539 -4.51253
F -0.18586 18.43614 -3.57731
C 7.99728 17.53185 -9.02828
F 7.99742 16.77525 -7.85021
F 9.25721 17.69258 -9.36303
F 7.37830 16.86946 -10.02236
S 7.22861 19.32826 -8.73965
O 6.28297 19.52284 -9.82667
O 6.63734 19.21612 -7.39702
N 8.63791 20.37199 -8.96997
S 8.97031 20.53617 -7.42347
O 8.01765 21.37828 -6.62670
O 9.41894 19.30705 -6.76451
C 10.53321 21.61035 -7.50866
F 11.37196 21.03502 -8.44249
F 10.20024 22.89116 -7.80603
F 10.99401 21.54277 -6.28769
O 0.57967 13.17026 -5.74403
H -0.08414 13.56735 -5.18020
H 1.39573 13.60535 -5.49711
O 3.82761 20.20476 -6.52258
H 4.70729 19.82941 -6.48379
H 3.84160 20.91577 -5.88187
O 4.75577 16.24605 -8.83703
H 5.45856 15.68674 -9.16793
H 5.07253 16.55196 -7.98714
O 7.39066 12.93043 -2.61542
H 8.31400 12.70938 -2.73718
H 6.92510 12.10765 -2.76552
O 4.24447 17.11170 -0.39731
H 4.90697 17.66714 -0.80818
H 3.54165 17.05739 -1.04487

***

15
Properties=species:S:1:pos:R:3 method="wB97M-V/def2-TZVPD" homo_lumo_gap_ev="7.55 / 7.54" relative_energy_kcal_mol=44.2 lumo_energy_ev="-6.148 / -6.150" total_charge=+1
C 1.15757 -1.55678 -0.12864
C 2.09275 -0.79051 -0.61327
C -0.06684 0.40126 0.57502
C 1.09304 1.27550 0.71521
C -0.66426 0.66426 -0.85952
N 0.16341 -1.06115 0.67917
S 2.46251 0.79417 -0.14046
H 1.05657 -2.49354 -0.55648
H 2.90178 -1.23208 -1.24148
H -0.75043 0.66338 1.33631
H 1.20460 2.04081 1.40337
H -1.34856 1.45212 -0.63248
H -1.17836 -0.31425 -1.17554
H 0.00305 1.01484 -1.67510
H -0.28562 -1.58451 1.38514

***

36
Properties=species:S:1:pos:R:3 method="wB97M-V/def2-TZVPD" homo_lumo_gap_ev="7.37 / 6.14" multiplicity=2 lumo_energy_ev="-8.175 / -9.406" total_charge=+2
C 0.57027 -4.06736 -1.29224
C 0.49249 -2.61124 -0.99868
H -0.04547 -4.28826 -2.16747
H 0.15481 -4.64958 -0.46006
H 1.60796 -4.36874 -1.48563
O -0.50549 -1.96749 -0.73858
Cl 2.09334 -1.90827 -1.01283
Yb 0.98219 2.04292 0.80845
P 0.01712 1.02590 -2.23374
C -1.49664 1.67684 -3.02305
C 1.13769 2.44022 -2.56408
H 1.58287 -0.34899 -3.52081
H 0.32492 0.40487 -4.56280
H -0.07326 -1.01481 -3.55639
C 0.51844 -0.08899 -3.59713
H 2.17349 2.07520 -2.58935
H 0.85748 2.84309 -3.54466
H -1.24597 1.95604 -4.05845
H -1.86046 2.54884 -2.46084
H 1.02722 3.23249 -1.79946
H -2.26355 0.88374 -3.02623
C -1.15860 1.25431 0.22447
O -2.27371 0.95531 0.29379
Cl -0.37691 4.06636 0.90080
C -0.87281 0.36409 5.31381
N -0.30686 -0.01645 4.02003
C -0.01701 -1.31041 3.62164
C 0.59029 -1.20774 2.40131
N 0.65983 0.13534 2.04874
C 0.10262 0.83368 3.04969
H -1.72012 -0.28628 5.54417
H -0.13399 0.25094 6.11475
H -1.20658 1.39931 5.27719
H -0.26596 -2.18102 4.21990
H 0.96709 -1.99872 1.76936
H -0.03673 1.92487 3.08435

***

15
Properties=species:S:1:pos:R:3 method="wB97M-V/def2-TZVPD" homo_lumo_gap_ev="7.75 / 8.23" relative_energy_kcal_mol=166.7 lumo_energy_ev="0.427 / 0.338"
C -1.66287 -0.59662 -0.01026
C -0.32332 1.05643 -0.13236
O -0.29015 1.49027 1.13525
C 0.66302 -0.01475 -0.52404
C 2.02479 0.20293 -0.14821
N 0.24715 -0.99602 0.43744
H -2.30328 0.00890 0.63532
H -1.96713 -0.52050 -1.05936
H -1.79701 -1.64102 0.29687
H -0.62033 1.85951 -0.81212
H -0.05743 0.69411 1.65858
H 0.51488 -0.27496 -1.58060
H 2.24236 0.67801 0.80171
H 2.85616 -0.00033 -0.81734
H 0.47316 -1.94598 0.11913